(1)
# C5H9Cl

A single C5H9Cl molecule in a non-equilibrium geometry (the ωB97M-V functional and the def2-TZVPD basis, OMol25).

Properties
* structure (SMILES): C=C(CC)CCl
* charge: 0
* gap between HOMO and LUMO: 10.24 eV

```
15
Properties=species:S:1:pos:R:3:forces:R:3
C -0.5471 1.8030 -0.5147 -1.693 2.406 -1.869
C -0.4884 0.7178 0.2298 -0.755 2.619 -1.638
C -1.7150 -0.0062 0.2734 -2.054 -3.519 1.106
C -1.5625 -1.4950 -0.2803 -2.157 -0.395 0.610
C 0.6874 0.2610 0.9255 2.208 -0.637 2.590
Cl 1.8082 -0.4411 -0.2948 0.346 -0.191 0.237
H -1.6001 2.2146 -0.9884 2.916 -1.377 1.172
H 0.3159 2.3939 -0.7977 0.058 0.186 0.320
H -1.9965 -0.0005 1.3538 -0.338 -0.591 -0.573
H -2.5680 0.4009 -0.3036 0.788 0.253 0.425
H -1.6289 -1.5212 -1.3809 0.652 0.310 0.361
H -2.5345 -2.0485 -0.0171 1.401 0.610 0.006
H -0.7146 -2.1058 0.0886 -0.402 0.617 -0.211
H 0.4508 -0.5314 1.6901 0.121 0.477 -1.022
H 1.2899 1.0129 1.5639 -1.093 -0.769 -1.514
```
Forces are in eV/Å.

***

(2)
# C15H45N4O9S

A molecular structure, C15H45N4O9S in a non-equilibrium geometry (the ωB97M-V functional and the def2-TZVPD basis, OMol25).

Properties
* charge: -1
* gap between HOMO and LUMO: 6.18 eV

```
74
Properties=species:S:1:pos:R:3:forces:R:3
N 0.5650 -0.9854 0.4025 -0.271 -1.724 -0.416
H -0.4659 -0.9743 0.3063 0.214 1.107 0.051
H 1.1015 -0.4918 -0.3197 -0.663 0.027 0.144
H 0.7012 -2.0153 0.3022 0.595 0.556 -0.047
H 0.8849 -0.6525 1.3467 0.136 0.268 -0.023
N 1.1801 -4.1664 1.6650 0.691 -1.807 7.335
H 0.2719 -4.6130 1.7190 0.116 0.017 -0.173
H 1.0772 -3.2620 2.2347 0.292 -0.268 0.208
H 1.4183 -3.8420 0.6009 0.923 -0.974 0.543
H 1.8403 -4.7592 2.1589 -0.013 0.124 0.407
S 2.0530 -1.1586 3.2144 3.510 -2.090 2.036
O 2.3562 -0.9864 4.6390 -1.541 1.210 0.122
O 1.8363 0.0819 2.4407 -0.475 1.083 -0.210
O 3.2382 -1.8985 2.7197 -0.411 0.026 -1.563
O 0.8473 -2.0132 2.9933 -1.380 0.339 0.269
C 0.9839 -4.7967 -2.5264 0.379 0.449 0.390
C 0.5648 -4.7435 -1.0260 -0.812 -0.304 -1.108
C 0.9082 -6.1170 -0.4224 0.337 -0.139 0.446
O 0.9718 -3.6545 -0.2906 -1.118 2.255 -8.361
H 0.3341 -5.5340 -3.0031 0.174 -0.011 -0.206
H 2.0352 -5.0584 -2.6811 -0.016 -0.291 0.225
H 0.8879 -3.8372 -3.0409 -0.385 0.081 0.193
H -0.5363 -4.6797 -1.1135 -0.104 -0.202 0.229
H 0.4756 -6.9749 -0.9439 -0.285 0.328 -0.223
H 0.5985 -6.1770 0.6216 0.019 -0.226 -0.200
H 1.9871 -6.2974 -0.4543 0.072 0.210 0.114
C -1.2674 6.6627 -1.4944 0.039 -0.654 -0.525
O -0.7237 5.6124 -0.7267 -0.677 -0.787 0.195
C 0.6360 5.7924 -0.4243 0.862 1.334 -0.456
C 1.3171 4.6746 0.3433 -0.739 -0.723 0.351
N 1.6623 3.5465 -0.5222 0.135 0.996 -0.194
C 2.0416 2.3727 0.2776 -0.466 0.117 -0.813
C 2.7179 1.3521 -0.6215 0.432 -0.330 0.198
O 1.7462 0.6920 -1.4325 -0.360 0.207 -0.462
C 2.2553 -0.2484 -2.3620 1.298 0.165 0.375
H -1.0295 7.6359 -1.0613 -0.046 0.122 -0.068
H -2.3422 6.5233 -1.6083 -0.085 -0.012 0.664
H -0.9410 6.5888 -2.5384 0.574 0.308 0.043
H 0.7110 6.7697 0.0752 0.217 -0.193 0.480
H 1.1972 5.9551 -1.3568 0.039 -0.248 -0.113
H 0.6503 4.2738 1.1237 -0.191 0.486 0.209
H 2.2080 5.0197 0.8709 0.029 0.277 -0.230
H 0.7790 3.3684 -0.9905 0.230 -0.534 -0.281
H 1.1156 2.0338 0.7479 0.377 -0.764 0.295
H 2.7363 2.6402 1.0732 0.004 0.129 -0.045
H 3.3099 0.6305 -0.0501 -0.379 -0.218 0.296
H 3.4509 1.8547 -1.2613 -0.191 0.250 -0.159
H 2.6453 -1.1425 -1.8626 -0.440 -0.208 0.157
H 3.1551 0.1461 -2.8480 -0.215 0.291 -0.321
H 1.5062 -0.5079 -3.1044 -0.153 0.098 0.141
C -2.1848 -2.3100 -2.8730 0.448 -0.694 0.471
O -2.7076 -1.9030 -1.6206 0.040 -0.295 -0.298
C -2.7092 -0.4946 -1.5296 -0.265 -0.226 -0.449
C -3.0948 -0.0061 -0.1541 0.828 -0.544 -0.956
N -2.1876 -0.6426 0.8117 -1.598 0.720 -0.092
C -2.2621 -0.0872 2.1664 0.802 -0.596 0.259
C -1.7524 1.3307 2.2806 0.283 0.553 -0.500
O -2.6570 2.3155 1.7412 -0.109 -0.054 0.641
C -2.5375 3.5698 2.3743 -0.986 0.682 -0.015
H -2.7602 -1.9191 -3.7147 -0.019 0.108 -0.025
H -2.1537 -3.3994 -2.9107 -0.504 -0.037 0.097
H -1.1216 -2.0654 -2.9664 -0.030 0.569 -0.043
H -1.7058 -0.1382 -1.7944 -0.032 0.201 0.036
H -3.4453 -0.1090 -2.2502 0.183 0.197 -0.129
H -2.9043 1.0602 -0.2733 -0.248 0.123 0.801
H -4.1570 -0.2143 0.0078 -0.041 0.181 0.301
H -2.4801 -1.6138 0.8546 0.202 -0.083 0.031
H -3.2240 -0.2043 2.6804 -0.289 0.222 -0.361
H -1.5797 -0.7463 2.7149 0.198 0.387 0.332
H -1.5112 1.5580 3.3208 -0.148 -0.085 0.071
H -0.8433 1.4982 1.6969 0.324 -0.606 0.235
H -3.3143 3.7270 3.1339 0.006 -0.436 0.249
H -2.7702 4.3535 1.6505 0.383 -0.080 -0.267
H -1.5899 3.8010 2.8636 0.291 -0.361 -0.309
```
Forces are in eV/Å.

***

(3)
# C25H45GeN6OOsS2Si3

A molecular structure, C25H45GeN6OOsS2Si3 in a non-equilibrium geometry (the ωB97M-V functional and the def2-TZVPD basis, OMol25).

Properties
* <S²>: 8.775
* multiplicity: 6
* charge: +4
* gap between HOMO and LUMO (spin up / spin down): 6.62 / 5.13 eV

```
84
Properties=species:S:1:pos:R:3:forces:R:3
Os -0.1782 -0.2161 0.2705 -0.023 1.169 0.067
N -0.3552 2.6663 2.2634 0.166 -0.120 0.194
C -0.1466 1.4983 2.8557 -0.072 0.459 0.171
N 0.1937 0.3740 2.1884 -0.107 -0.319 -0.527
C 0.3550 -0.7084 3.0936 0.165 -0.299 0.481
C 0.7318 -2.0102 2.7686 -0.198 0.264 -0.174
C 0.8289 -2.9518 3.7799 0.006 -0.013 0.011
C 0.5830 -2.6015 5.1052 -0.005 0.000 0.045
C 0.2287 -1.3045 5.4440 0.004 0.039 0.056
C 0.1173 -0.3732 4.4252 0.041 0.033 -0.244
S -0.2928 1.3259 4.5643 0.047 -0.052 -0.184
H -0.2589 2.7693 1.2600 -0.072 -0.043 -0.060
H -0.5581 3.4844 2.8187 -0.034 -0.002 -0.021
H 0.9498 -2.2675 1.7336 0.026 -0.084 0.087
H 1.1129 -3.9689 3.5445 -0.014 -0.006 -0.006
H 0.6770 -3.3445 5.8854 -0.007 -0.008 -0.012
H 0.0501 -1.0286 6.4750 -0.006 -0.024 0.000
N -3.1311 -2.1242 -5.3697 0.003 -0.041 -0.009
C -2.0790 -1.7651 -4.6342 -0.016 0.022 0.042
O -1.0613 -1.2430 -5.0600 0.003 0.030 0.002
C -2.1490 -2.0329 -3.1386 0.076 -0.089 0.020
C -2.9049 -3.0137 -2.5055 0.042 0.119 0.073
C -2.7454 -3.2072 -1.1347 0.056 -0.009 -0.049
C -1.8511 -2.4222 -0.4448 -0.072 -0.244 0.010
N -1.1295 -1.4427 -1.0523 -0.386 -0.436 -0.231
C -1.2837 -1.2697 -2.3755 0.060 0.082 -0.144
H -3.1053 -1.9959 -6.3718 0.054 0.023 0.017
H -3.9695 -2.5124 -4.9747 -0.041 0.004 -0.025
H -3.5974 -3.6437 -3.0503 0.031 -0.009 -0.032
H -3.2961 -3.9781 -0.6138 0.003 0.016 0.024
H -1.6818 -2.5840 0.6154 -0.006 0.096 0.002
H -0.6973 -0.5027 -2.8597 0.011 0.074 0.022
S -0.7996 2.0962 -1.0182 0.721 -0.601 0.124
C -2.1773 3.1237 -1.2064 -0.346 0.064 0.125
N -2.0837 4.3028 -1.7970 -0.081 0.010 -0.043
C -3.3747 5.0095 -1.8509 -0.120 0.089 0.008
C -4.3093 4.0416 -1.0960 -0.090 0.074 -0.014
N -3.4132 2.9085 -0.7928 -0.224 0.078 -0.002
H -1.2566 4.6435 -2.2572 0.111 -0.075 0.070
H -3.6824 5.1736 -2.8818 0.043 -0.057 -0.008
H -3.2982 5.9755 -1.3564 0.033 -0.017 -0.005
H -5.1517 3.7145 -1.7014 0.036 -0.033 -0.011
H -4.6937 4.4734 -0.1740 0.025 -0.021 0.004
H -3.7450 2.0718 -0.3468 0.204 -0.074 0.040
C 3.0345 3.3827 -0.7663 0.182 -0.354 -0.003
Si 3.8051 1.9630 0.1761 0.204 0.276 0.111
C 3.4572 1.8952 2.0171 0.110 -0.079 -0.335
C 5.4952 1.4004 -0.3725 -0.348 -0.056 0.072
Ge 2.1562 -0.1505 -0.7208 0.082 -0.064 0.172
Si 3.6751 -2.3355 0.1149 0.136 -0.027 0.112
C 3.9465 -1.7964 1.8898 0.077 0.020 -0.349
C 2.4190 -3.6995 -0.1775 0.201 0.188 -0.045
C 5.1725 -2.3050 -0.9961 -0.323 -0.032 0.117
Si 2.4535 -0.3464 -3.6311 0.166 0.036 -0.294
C 4.2758 -0.0182 -3.8202 -0.313 -0.019 0.229
C 1.3253 1.0214 -4.2034 0.232 -0.265 0.068
C 1.8900 -2.1277 -3.7006 0.101 0.279 -0.052
H 3.0477 4.2806 -0.1417 0.016 -0.048 0.074
H 2.0018 3.1877 -1.0565 -0.080 0.032 0.034
H 3.6091 3.6011 -1.6687 -0.002 -0.050 0.002
H 3.2998 2.9081 2.3963 -0.035 0.034 -0.076
H 4.3096 1.4713 2.5508 0.001 -0.047 -0.045
H 2.5757 1.3000 2.2539 -0.018 0.025 0.045
H 6.1788 2.2530 -0.2827 -0.056 0.070 0.025
H 5.5217 1.0809 -1.4151 -0.012 0.077 0.005
H 5.8938 0.6040 0.2572 -0.036 0.026 0.026
H 3.2133 -1.0683 2.2403 0.015 -0.070 0.027
H 4.9452 -1.3713 2.0092 -0.006 0.029 -0.058
H 3.8843 -2.6673 2.5487 -0.050 -0.037 -0.045
H 1.4103 -3.3254 -0.3673 -0.005 -0.016 0.017
H 2.3701 -4.3591 0.6929 0.039 0.060 0.060
H 2.7178 -4.3107 -1.0314 0.003 0.053 -0.030
H 5.5849 -1.3045 -1.1291 -0.003 -0.052 0.083
H 4.9721 -2.7456 -1.9735 -0.033 0.000 0.017
H 5.9549 -2.9102 -0.5234 -0.030 -0.030 0.058
H 4.5130 1.0414 -3.7170 -0.038 0.003 -0.013
H 4.5653 -0.3135 -4.8363 -0.079 -0.031 -0.042
H 4.8939 -0.5988 -3.1351 -0.039 -0.022 -0.083
H 1.9181 1.8518 -4.5921 0.059 -0.026 0.061
H 0.6737 1.4083 -3.4196 -0.080 0.006 0.024
H 0.6950 0.6380 -5.0115 -0.058 -0.086 0.050
H 2.7158 -2.7763 -4.0017 0.072 0.056 0.084
H 1.1036 -2.2120 -4.4561 -0.076 0.091 0.036
H 1.4903 -2.4982 -2.7545 -0.023 -0.021 -0.029
```
Forces are in eV/Å.

***

(4)
# C15H15N5O2

A single C15H15N5O2 molecule in a non-equilibrium geometry (the ωB97M-V functional and the def2-TZVPD basis, OMol25).

Properties
* structure (SMILES): CC1(C)NC(=O)c2ccc(N3CCc4cncnc43)c(=O)n21
* charge: 0
* gap between HOMO and LUMO: 7.71 eV

```
37
Properties=species:S:1:pos:R:3:forces:R:3
C -2.6802 2.7308 -0.2393 -0.294 -1.846 -0.044
C -1.2704 2.9426 -0.7602 -1.714 0.923 -0.806
C -1.2534 3.1320 -2.2601 -0.252 0.007 -0.684
N -0.7714 4.1530 -0.1331 0.475 -0.447 -0.054
C 0.1612 3.8629 0.8101 -0.119 0.921 0.299
O 0.5549 4.6525 1.6248 0.706 0.330 0.796
C 0.4792 2.4554 0.6597 1.183 -1.844 0.122
C 1.4135 1.6841 1.2964 -0.359 0.091 -0.120
C 1.4915 0.2824 1.0314 -1.388 0.194 -1.522
C 0.6904 -0.3202 0.0642 0.741 2.055 1.363
N 0.8346 -1.7035 -0.1371 -0.805 0.809 -0.481
C 0.5236 -2.3813 -1.4110 -0.857 0.495 -0.795
C 0.8956 -3.8335 -1.1759 0.051 -0.512 0.232
C 1.0096 -3.8970 0.3184 -0.357 -2.787 -0.741
C 1.0588 -4.9669 1.1973 -0.252 -0.076 -1.228
N 1.0643 -4.7903 2.5002 -0.003 -0.367 1.504
C 1.0199 -3.5473 2.9566 -0.123 -0.255 -2.113
N 0.9903 -2.4783 2.1620 -0.143 1.380 0.901
C 0.9593 -2.6633 0.8571 0.079 1.132 0.881
C -0.3045 0.5773 -0.6493 -0.678 -1.096 -0.495
O -1.0949 0.1551 -1.4870 0.054 -0.209 -0.075
N -0.3691 1.9273 -0.2971 2.439 -1.059 1.618
H -3.0989 1.8315 -0.7374 0.118 0.441 0.403
H -2.7030 2.5740 0.8588 0.084 0.189 -0.622
H -3.2873 3.5649 -0.5260 -0.401 0.557 -0.014
H -1.4891 2.2140 -2.7953 -0.071 0.025 0.090
H -1.9675 3.9139 -2.5404 -0.095 -0.213 0.144
H -0.2989 3.5095 -2.6014 0.436 -0.113 0.096
H -1.4074 4.8850 0.1245 -0.227 0.197 -0.204
H 2.1224 2.1128 1.9950 -0.324 0.197 -0.017
H 2.1565 -0.3516 1.5690 0.508 -0.111 0.365
H -0.5521 -2.2797 -1.6736 0.696 0.154 0.239
H 1.1246 -1.9737 -2.2373 -0.319 0.155 0.337
H 0.2046 -4.5681 -1.6224 0.228 0.410 0.251
H 1.8717 -3.9857 -1.5963 0.563 -0.408 -0.337
H 1.0063 -6.0068 0.8486 0.212 0.413 0.020
H 0.9153 -3.4139 4.0064 0.209 0.267 0.693
```
Forces are in eV/Å.

***

(5)
# C2H3BaF6N3O14S6

A molecular structure, C2H3BaF6N3O14S6 in a non-equilibrium geometry (the ωB97M-V functional and the def2-TZVPD basis, OMol25).

Properties
* charge: -2
* gap between HOMO and LUMO: 8.85 eV

```
35
Properties=species:S:1:pos:R:3:forces:R:3
Ba -7.5532 -4.9366 4.2892 2.094 -1.063 -1.259
N -6.8359 -4.9549 6.7231 -1.500 -4.691 3.791
S -5.9354 -3.9294 7.3926 1.384 10.544 -0.207
O -4.6418 -4.2827 7.8638 -0.297 -0.286 0.294
O -6.6905 -2.7975 8.0391 2.136 -3.564 -1.058
F -5.5834 -3.1914 5.9733 -0.078 -0.506 -0.064
S -6.9511 -5.8513 8.2240 -1.050 -3.812 4.119
O -7.7140 -5.2314 9.3164 1.301 -0.174 -2.762
O -5.7423 -6.5557 8.6413 -1.259 1.528 -1.346
F -7.8508 -7.1240 7.9217 -0.362 0.828 -1.500
N -8.9119 -2.8434 3.9937 3.448 4.101 -3.400
S -8.2109 -1.4335 3.2641 3.040 1.637 -3.747
O -7.0403 -0.9034 3.8884 -1.045 -0.218 1.809
O -9.0018 -0.4998 2.4679 -0.088 -1.805 1.798
F -7.4304 -2.1512 2.0817 -0.450 -1.647 -0.396
S -10.1811 -2.1298 4.4240 -8.626 1.248 2.425
O -11.3875 -2.4546 3.6346 2.966 0.703 1.608
O -10.1304 -0.7595 4.9606 0.818 -2.249 -1.027
F -10.2562 -3.0147 5.7275 -0.868 -0.300 0.739
N -9.7446 -6.3244 3.9128 -1.805 -1.006 2.856
S -11.0125 -6.5058 5.0205 -1.500 2.121 4.701
O -11.3208 -7.8231 5.5597 0.780 1.878 -1.654
O -12.0807 -5.4609 5.0192 2.606 -3.264 -1.033
F -10.0200 -5.8652 6.0824 0.262 -0.171 1.173
S -10.6326 -6.4018 2.6979 -1.747 1.850 -9.044
O -11.2070 -5.1658 2.1867 0.342 -1.474 1.629
O -11.3626 -7.6140 2.5275 -0.829 -0.352 1.020
F -9.5180 -6.5925 1.5810 1.251 -0.208 0.104
C -3.2126 -6.4768 3.1963 1.829 -0.001 1.584
C -4.6756 -6.1362 3.2665 1.783 -0.108 -1.268
O -5.0404 -5.0361 2.8480 -1.069 2.331 -0.193
O -5.4042 -7.0328 3.6414 -2.511 -1.957 1.508
H -2.5508 -5.6673 3.5043 -0.160 0.787 -0.946
H -2.8520 -6.9608 2.2887 -0.298 0.202 -0.090
H -2.9410 -7.1032 4.0460 -0.498 -0.903 -0.164
```
Forces are in eV/Å.